No. 1
DFT (wB97M-V/def2-TZVPD) results for a 9-piece molecular cluster, C28H79N5O13 overall.

The geometry in ORCA input format:
```
! wB97M-V def2-TZVPD RIJCOSX def2/J DEFGRID3
* xyz -1 2
C 14.879 12.563 -18.735
C 14.649 14.042 -19.306
O 13.370 14.275 -19.931
O 13.900 12.093 -17.761
H 15.896 12.412 -18.374
H 14.748 11.885 -19.578
H 15.468 14.243 -19.996
H 14.819 14.793 -18.535
H 12.791 13.680 -19.449
H 14.096 11.179 -17.543
C 4.445 14.704 -17.362
C 4.218 13.353 -16.764
O 4.088 12.328 -17.677
O 5.785 14.633 -17.887
H 4.509 15.436 -16.557
H 3.703 14.906 -18.135
H 3.323 13.354 -16.142
H 4.960 13.061 -16.022
H 4.947 12.025 -17.981
H 6.092 15.459 -18.268
C 12.185 7.646 -18.083
C 12.011 8.998 -18.771
O 13.193 9.306 -19.453
O 12.594 7.875 -16.744
H 12.907 7.001 -18.583
H 11.196 7.189 -18.071
H 11.811 9.731 -17.989
H 11.203 9.045 -19.502
H 13.832 9.385 -18.741
H 11.880 8.330 -16.292
C 14.022 16.218 -22.548
C 13.394 17.530 -22.113
O 14.391 18.505 -22.414
O 12.979 15.210 -22.573
H 14.963 15.995 -22.046
H 14.254 16.294 -23.610
H 13.201 17.574 -21.041
H 12.385 17.668 -22.504
H 14.138 18.742 -23.309
H 12.972 14.843 -21.686
C 9.845 17.948 -19.555
C 9.668 19.392 -19.050
C 9.477 20.448 -20.190
O 10.648 20.411 -20.997
C 10.889 21.478 -21.878
N 8.551 19.452 -18.047
H 9.642 17.240 -18.752
H 10.833 17.711 -19.949
H 9.137 17.824 -20.375
H 10.571 19.613 -18.481
H 9.316 21.467 -19.841
H 8.634 20.180 -20.827
H 10.026 21.598 -22.532
H 11.761 21.296 -22.507
H 11.257 22.331 -21.306
H 8.469 20.388 -17.676
H 9.005 19.033 -17.248
C 9.520 14.467 -20.251
C 9.985 13.722 -19.012
C 8.863 13.208 -18.029
O 9.376 12.862 -16.734
C 8.343 12.512 -15.801
N 10.875 12.737 -19.448
H 8.932 15.325 -19.923
H 8.936 13.794 -20.878
H 10.329 14.904 -20.836
H 10.583 14.408 -18.411
H 8.237 12.415 -18.438
H 8.125 13.975 -17.795
H 8.775 12.471 -14.801
H 7.788 11.622 -16.100
H 7.492 13.192 -15.769
H 11.142 12.153 -18.668
H 10.548 12.156 -20.207
C 13.435 13.139 -14.091
C 12.277 13.723 -14.879
C 12.698 14.825 -15.902
O 13.279 15.979 -15.339
C 13.069 17.120 -16.085
N 11.813 12.543 -15.612
H 14.038 13.914 -13.617
H 14.080 12.511 -14.707
H 13.102 12.410 -13.353
H 11.541 14.061 -14.149
H 11.829 15.013 -16.533
H 13.464 14.318 -16.488
H 13.799 17.343 -16.863
H 13.099 17.960 -15.391
H 12.072 17.190 -16.520
H 12.598 12.277 -16.189
H 11.058 12.810 -16.227
C 7.792 17.840 -22.768
C 8.040 16.383 -23.166
C 6.884 15.543 -22.632
O 5.562 16.063 -23.063
C 4.455 15.407 -22.452
N 8.024 16.389 -24.623
H 7.576 18.003 -21.712
H 7.001 18.285 -23.372
H 8.684 18.430 -22.977
H 8.987 16.044 -22.746
H 6.931 15.584 -21.543
H 7.032 14.494 -22.887
H 4.602 15.347 -21.373
H 4.262 14.385 -22.779
H 3.600 16.081 -22.493
H 8.021 15.430 -24.941
H 7.097 16.668 -24.910
C 13.342 9.472 -23.466
C 12.401 10.573 -22.967
C 10.928 10.145 -22.562
O 10.233 11.036 -21.739
C 8.999 10.468 -21.341
N 13.087 11.069 -21.858
H 14.177 9.933 -23.993
H 12.778 8.942 -24.234
H 13.636 8.784 -22.672
H 12.349 11.424 -23.646
H 11.109 9.184 -22.079
H 10.381 9.913 -23.475
H 9.147 9.416 -21.095
H 8.366 10.585 -22.220
H 8.561 11.036 -20.520
H 12.684 11.954 -21.584
H 12.892 10.546 -21.017
*
```

Computed properties:
Highest occupied orbital energy (spin up / spin down) ... 0.493 / -6.775 eV
Frontier orbital gap (spin up / spin down) ... 1.69 / 8.93 eV
LUMO energy (spin up / spin down) ... 0.0804 / 0.0791 Ha

No. 2
DFT (wB97M-V/def2-TZVPD) results for one molecule with the formula CH6N2S2.

The geometry in ORCA input format:
```
! wB97M-V def2-TZVPD RIJCOSX def2/J DEFGRID3
* xyz 0 3
C 0.316 0.542 0.311
N -0.714 -0.586 -1.558
N 0.166 -0.637 -0.447
S -1.239 0.993 1.518
S 1.752 0.412 1.512
H 0.532 1.558 -0.335
H -0.238 -0.294 -2.436
H -1.510 0.064 -1.315
H -0.335 -1.379 0.162
H -1.303 -0.335 1.797
H 2.574 -0.338 0.791
*
```

Computed properties:
Highest occupied orbital energy (spin up / spin down) ... -5.248 / -9.156 eV
Frontier orbital gap (spin up / spin down) ... 5.95 / 5.96 eV
LUMO energy (spin up / spin down) ... 0.0259 / -0.1176 Ha